No. 1
{"formula": "C4H2HoO2", "method": "wB97M-V/def2-TZVPD", "species": ["O", "H", "C", "C", "C", "C", "O", "Ho", "H"], "positions_angstrom": [[-2.521, -0.938, -0.368], [-2.993, -0.141, -0.115], [-1.251, -0.900, 0.184], [-0.635, 0.240, 0.466], [0.332, 1.077, 0.186], [1.653, 0.953, -0.071], [2.189, -0.274, -0.133], [0.887, -1.810, 0.087], [2.338, 1.793, -0.235]], "s2": 6.007, "de_lowest_kcal_mol": 0.00, "homo_energy_ev": [-11.83, -11.83], "spin_multiplicity": 5, "total_charge": 1}

No. 2
{"formula": "C4H2LiO2Sm", "method": "wB97M-V/def2-TZVPD", "species": ["H", "O", "C", "C", "C", "Li", "O", "C", "Sm", "H"], "positions_angstrom": [[2.757, -2.102, -0.294], [2.012, -0.810, 1.083], [1.962, -1.398, 0.006], [0.889, -1.098, -0.900], [-0.115, -0.644, -1.448], [0.396, 0.443, 1.084], [-2.252, 1.586, -0.139], [-1.562, 1.376, 0.904], [-2.009, 0.788, -2.077], [-2.078, 1.858, 1.781]], "s2": 9.192, "homo_energy_ev": [-17.50, -18.05], "spin_multiplicity": 6, "total_charge": 2}

No. 3
{"formula": "C4H2LiO2Zn", "method": "wB97M-V/def2-TZVPD", "species": ["O", "C", "C", "C", "C", "O", "Zn", "H", "H", "Li"], "positions_angstrom": [[-1.618, -0.262, 0.485], [-0.618, -1.105, -0.035], [0.613, -0.808, 0.414], [0.953, 0.732, 0.751], [1.487, 1.642, 0.036], [1.689, 2.073, -1.093], [-0.534, -1.749, -2.015], [-2.469, -0.471, 0.092], [1.459, -1.393, 0.037], [-0.963, 1.340, 1.327]], "s2": 0.756, "de_lowest_kcal_mol": 0.00, "homo_energy_ev": [-6.83, -6.77], "spin_multiplicity": 2}

No. 4
{"formula": "C4H2LuO2", "method": "wB97M-V/def2-TZVPD", "species": ["O", "H", "C", "C", "C", "C", "O", "Lu", "H"], "positions_angstrom": [[0.452, 0.713, -2.595], [1.051, 1.454, -2.723], [0.039, 1.495, -0.090], [1.033, 0.747, -0.380], [1.091, -0.215, -1.429], [0.610, -1.464, -1.156], [-0.101, -1.739, -0.074], [-0.714, -0.227, 1.218], [0.595, -2.203, -1.969]], "homo_energy_ev": -12.15, "total_charge": 1}

No. 5
{"formula": "C4H2MnO5", "method": "wB97M-V/def2-TZVPD", "species": ["Mn", "O", "C", "C", "O", "C", "O", "C", "O", "O", "H", "H"], "positions_angstrom": [[-0.086, -0.193, -0.118], [-0.048, 3.484, -2.013], [-0.059, 2.475, -1.474], [1.487, -1.052, 0.395], [2.487, -1.562, 0.684], [-1.662, -1.022, 0.393], [-2.676, -1.517, 0.663], [-0.077, -1.094, -1.656], [-0.079, -1.668, -2.667], [-0.084, 0.760, 1.726], [0.712, 1.317, 1.684], [0.087, 0.071, 2.382]], "s2": 6.055, "de_lowest_kcal_mol": 0.00, "homo_energy_ev": [-26.47, -26.58], "spin_multiplicity": 5, "total_charge": 3}

No. 6
{"formula": "C4H2N4", "method": "wB97M-V/def2-TZVPD", "species": ["C", "N", "C", "N", "C", "N", "C", "N", "H", "H"], "positions_angstrom": [[1.991, -0.032, 0.037], [1.393, 1.144, -0.112], [-0.010, 0.771, -0.111], [-1.177, 1.297, 0.212], [-2.044, -0.060, -0.062], [-1.323, -1.150, -0.027], [-0.033, -0.726, -0.018], [1.190, -1.201, 0.098], [3.132, -0.423, -0.045], [-3.138, 0.078, -0.223]], "de_lowest_kcal_mol": 68.46, "homo_energy_ev": -10.24, "smiles": "C1=NC2=NC=NC2=N1"}

No. 7
{"formula": "C4H2N4", "method": "wB97M-V/def2-TZVPD", "species": ["H", "N", "C", "N", "C", "C", "C", "N", "N", "H"], "positions_angstrom": [[-1.251, -3.162, -1.151], [-1.371, -2.242, -0.399], [-0.542, -1.301, -0.445], [0.446, -0.964, -1.422], [1.050, 0.012, -0.736], [0.133, 0.585, 0.367], [0.373, 1.834, 1.003], [0.645, 2.905, 1.412], [-0.698, -0.293, 0.562], [2.016, 0.545, -1.049]], "de_lowest_kcal_mol": 54.57, "homo_energy_ev": -11.16, "smiles": "[H]/N=C1\\N=CC(C#N)=N1"}

No. 8
{"formula": "C4H2N4O2S", "method": "wB97M-V/def2-TZVPD", "species": ["N", "C", "C", "N", "O", "O", "H", "H", "N", "C", "C", "N", "S"], "positions_angstrom": [[2.251, -0.230, -0.439], [1.195, -0.934, -0.211], [0.155, -1.473, 0.006], [-1.061, -2.086, 0.102], [-1.070, -3.286, 0.090], [-2.032, -1.405, 0.273], [2.292, 0.655, 0.028], [3.133, -0.615, -1.079], [1.396, 2.227, 0.794], [0.264, 2.078, 0.630], [-1.022, 2.036, 0.374], [-2.036, 1.638, -0.057], [-3.466, 1.395, -0.512]], "de_lowest_kcal_mol": 71.94, "homo_energy_ev": -9.42, "smiles": "NC#C[N+](=O)[O-].N#CC#[N+][S-]"}

No. 9
{"formula": "C4H2O", "method": "wB97M-V/def2-TZVPD", "species": ["C", "C", "C", "C", "O", "H", "H"], "positions_angstrom": [[-2.345, 0.273, -0.087], [1.126, -0.265, -0.239], [2.396, -0.345, -0.182], [-0.188, -0.182, -0.180], [3.557, -0.273, 0.014], [-2.312, 1.321, 0.055], [-2.233, -0.528, 0.619]], "de_lowest_kcal_mol": 132.00, "homo_energy_ev": [-8.09, -8.09]}

No. 10
{"formula": "C4H2O2", "method": "wB97M-V/def2-TZVPD", "species": ["O", "C", "C", "C", "C", "O", "H", "H"], "positions_angstrom": [[1.118, 1.034, 1.389], [1.243, 0.527, 0.302], [0.161, -0.522, -1.671], [0.130, -0.179, -0.401], [-1.261, -0.416, 0.113], [-1.985, -1.214, -0.434], [2.196, 0.559, -0.255], [-1.601, 0.209, 0.958]], "de_lowest_kcal_mol": 53.65, "homo_energy_ev": -10.69}

No. 11
{"formula": "C4H2O2", "method": "wB97M-V/def2-TZVPD", "species": ["C", "C", "C", "C", "O", "O", "H", "H"], "positions_angstrom": [[-0.502, 0.024, -1.878], [-0.245, -0.615, -0.705], [0.926, 0.527, 2.183], [-0.005, 0.086, 0.598], [0.512, -0.639, 1.579], [0.520, 1.262, 0.963], [-0.868, 0.983, -2.158], [-0.338, -1.628, -0.583]], "de_lowest_kcal_mol": 121.09, "homo_energy_ev": [-8.33, -9.81]}

No. 12
{"formula": "C4H2O2", "method": "wB97M-V/def2-TZVPD", "species": ["C", "C", "C", "C", "O", "O", "H", "H"], "positions_angstrom": [[0.328, -2.093, -0.355], [0.353, 0.569, 0.360], [0.754, -3.260, -0.184], [-0.118, -0.777, -0.182], [0.911, -4.399, -0.031], [-1.306, -0.684, -0.826], [1.116, 0.381, 1.234], [-1.536, 0.205, -0.830]], "s2": 2.076, "de_lowest_kcal_mol": 50.29, "homo_energy_ev": [-9.36, -9.11], "spin_multiplicity": 3}

No. 13
{"formula": "C4H2O2P", "method": "wB97M-V/def2-TZVPD", "species": ["C", "C", "C", "C", "O", "O", "P", "H", "H"], "positions_angstrom": [[0.300, -1.973, 0.049], [1.966, 1.511, -0.026], [-0.658, -1.242, -0.101], [0.821, 1.880, -0.126], [-2.471, 0.432, -1.328], [-2.506, 0.253, 1.279], [-1.797, 0.172, -0.022], [1.254, -2.386, 0.209], [3.090, 1.352, 0.065]], "de_lowest_kcal_mol": 58.08, "homo_energy_ev": -4.92, "total_charge": -1}

No. 14
{"formula": "C4H2S", "method": "wB97M-V/def2-TZVPD", "species": ["C", "S", "C", "C", "C", "H", "H"], "positions_angstrom": [[1.838, -0.856, 0.010], [1.397, 0.910, -0.057], [0.552, -1.035, -0.080], [-0.796, -0.581, -0.071], [-0.455, 0.847, -0.035], [-1.764, -1.062, -0.117], [-0.772, 1.778, 0.351]], "de_lowest_kcal_mol": 48.21, "homo_energy_ev": -9.39, "smiles": "C1#S2=C1C=C2"}

No. 15
{"formula": "C4H2S4", "method": "wB97M-V/def2-TZVPD", "species": ["C", "C", "C", "C", "S", "S", "S", "S", "H", "H"], "positions_angstrom": [[0.851, 1.613, -0.150], [1.244, 0.419, 0.378], [0.253, -0.587, 0.136], [-0.883, -0.058, -0.431], [-0.746, 1.627, -0.844], [-2.243, -1.048, -1.156], [-2.180, -2.363, 0.479], [0.219, -2.292, 0.669], [1.385, 2.447, 0.009], [2.100, 0.244, 0.911]], "de_lowest_kcal_mol": 11.98, "homo_energy_ev": -8.15, "smiles": "c1cc2c(s1)SSS2"}

No. 16
{"formula": "C4H30N2O11", "method": "wB97M-V/def2-TZVPD", "species": ["N", "C", "C", "N", "C", "C", "O", "H", "H", "H", "H", "H", "H", "H", "H", "H", "H", "O", "H", "H", "O", "H", "H", "O", "H", "H", "O", "H", "H", "O", "H", "H", "O", "H", "H", "O", "H", "H", "O", "H", "H", "O", "H", "H", "O", "H", "H"], "positions_angstrom": [[3.174, -0.076, -1.298], [2.319, 0.632, -2.252], [1.121, 1.205, -1.431], [1.200, 1.547, 0.076], [0.259, 2.246, -2.094], [-1.103, 2.198, -1.515], [-1.523, 1.083, -1.437], [2.960, -0.935, -1.190], [4.074, -0.009, -1.785], [2.129, -0.187, -3.041], [2.834, 1.568, -2.739], [0.518, 0.272, -1.206], [1.387, 0.738, 0.538], [2.069, 2.033, 0.398], [0.140, 1.993, -3.151], [0.819, 3.173, -1.871], [-1.595, 3.103, -1.126], [-2.066, -3.183, -3.383], [-1.665, -2.313, -3.816], [-2.830, -2.858, -3.018], [1.067, 3.555, 2.696], [0.292, 3.908, 3.084], [0.898, 3.139, 1.858], [-0.359, -3.927, -1.291], [-0.601, -3.699, -2.146], [-1.077, -3.673, -0.635], [1.546, -2.207, -0.533], [0.782, -2.620, -0.897], [1.903, -2.721, 0.234], [0.734, -2.052, 3.504], [0.324, -2.846, 3.805], [1.134, -1.388, 4.003], [-2.438, 2.077, 1.839], [-2.369, 1.908, 1.012], [-2.135, 1.403, 2.396], [-3.174, 0.198, -3.474], [-3.058, -0.573, -2.938], [-2.787, 1.041, -3.201], [2.316, 0.393, 3.181], [1.901, 1.240, 3.135], [3.102, 0.159, 2.752], [-1.218, -0.439, 3.333], [-0.559, -0.264, 4.002], [-0.853, -1.052, 2.798], [-3.611, -1.413, 2.320], [-3.035, -1.217, 1.534], [-2.947, -1.165, 2.968]], "de_lowest_kcal_mol": 136.68, "homo_energy_ev": -9.42, "smiles": "NC[C@@H](N)CC=O.O.O.O.O.O.O.O.O.O.O"}

No. 17
{"formula": "C4H30N2O9", "method": "wB97M-V/def2-TZVPD", "species": ["C", "N", "C", "C", "N", "C", "H", "H", "H", "H", "H", "H", "H", "H", "H", "H", "H", "H", "H", "H", "O", "H", "H", "O", "H", "H", "O", "H", "H", "O", "H", "H", "O", "H", "H", "O", "H", "H", "O", "H", "H", "O", "H", "H", "O"], "positions_angstrom": [[1.523, 1.410, 1.494], [0.967, 0.493, 0.497], [0.664, 1.101, -0.808], [0.361, 0.006, -1.823], [-1.034, -0.535, -1.753], [-1.840, 0.056, -2.825], [0.775, 2.174, 1.651], [2.524, 1.694, 1.175], [1.723, 0.814, 2.382], [0.117, 0.038, 0.859], [-0.149, 1.809, -0.664], [1.556, 1.631, -1.138], [0.537, 0.343, -2.847], [1.021, -0.851, -1.730], [-0.934, -1.521, -1.985], [-1.394, 0.206, -3.804], [-2.850, -0.338, -2.722], [-2.127, 1.096, -2.568], [0.956, -3.982, -1.508], [0.683, -2.471, -1.592], [0.376, -3.283, -1.182], [-1.422, -0.971, 3.247], [0.006, -1.108, 2.828], [-0.590, -0.480, 3.285], [3.050, -2.807, 2.094], [1.910, -2.130, 2.680], [2.837, -1.940, 2.465], [-2.123, 1.282, 1.089], [-1.355, 1.318, 2.408], [-1.400, 1.748, 1.542], [-3.079, -0.229, -0.041], [-2.021, -0.747, 1.022], [-2.913, -0.432, 0.884], [-2.114, 2.251, -0.876], [-3.538, 2.571, -1.099], [-2.971, 1.855, -0.782], [-0.334, 3.993, 0.162], [0.826, 4.426, -0.877], [-0.112, 4.393, -0.678], [-0.552, -2.639, 1.692], [0.745, -2.536, 0.809], [0.392, -2.494, 1.706], [4.316, -1.215, -0.754], [3.031, -1.954, -0.835], [3.958, -2.046, -1.081]], "s2": 0.754, "de_lowest_kcal_mol": 19.15, "homo_energy_ev": [-13.54, -13.52], "spin_multiplicity": 2, "total_charge": 1}

No. 18
{"formula": "C4H30NO9S", "method": "wB97M-V/def2-TZVPD", "species": ["C", "C", "C", "C", "S", "N", "H", "H", "H", "H", "H", "H", "H", "H", "H", "H", "H", "H", "H", "H", "O", "H", "H", "O", "H", "H", "O", "H", "H", "O", "H", "H", "O", "H", "H", "O", "H", "H", "O", "H", "H", "O", "H", "H", "O"], "positions_angstrom": [[-3.638, 1.671, -1.016], [-2.246, 0.967, -0.874], [-1.545, 1.578, 0.336], [-0.010, 1.643, 0.123], [0.904, 0.193, 0.602], [-2.452, -0.538, -0.748], [-3.595, 2.736, -0.850], [-4.230, 1.159, -0.257], [-4.076, 1.571, -2.031], [-1.703, 1.262, -1.770], [-1.968, 2.521, 0.689], [-1.826, 0.838, 1.082], [0.461, 2.470, 0.699], [0.254, 1.878, -0.931], [1.271, 0.722, 1.854], [-1.604, -1.194, -0.686], [-2.978, -0.710, -1.608], [-3.068, -0.760, 0.042], [-0.557, -4.184, -2.274], [0.589, -3.938, -1.253], [-0.171, -3.499, -1.720], [-0.400, 1.543, -4.105], [0.715, 0.765, -3.405], [-0.241, 0.795, -3.517], [3.007, -0.726, -1.975], [4.258, -0.865, -2.752], [3.952, -0.850, -1.836], [3.966, 0.963, 0.519], [4.604, 2.405, 0.493], [3.825, 1.892, 0.718], [-0.725, -2.594, -0.366], [-0.599, -2.337, 1.291], [-1.093, -2.242, 0.476], [-1.713, 4.786, 0.723], [-0.717, 4.704, 1.795], [-1.397, 4.153, 1.382], [2.625, -2.716, -1.147], [2.827, -3.466, 0.185], [2.347, -3.492, -0.647], [1.869, 0.412, 4.183], [0.951, -0.859, 3.852], [1.039, 0.110, 3.803], [0.284, -3.035, 3.944], [1.787, -3.152, 3.455], [1.018, -2.577, 3.523]], "s2": 0.753, "homo_energy_ev": [-17.06, -17.03], "spin_multiplicity": 2, "total_charge": 2}

No. 19
{"formula": "C4H31N2O13", "method": "wB97M-V/def2-TZVPD", "species": ["C", "C", "C", "N", "N", "C", "O", "O", "H", "H", "H", "H", "H", "H", "H", "H", "H", "H", "H", "O", "H", "H", "O", "H", "H", "O", "H", "H", "O", "H", "H", "O", "H", "H", "O", "H", "H", "O", "H", "H", "O", "H", "H", "O", "H", "H", "O", "H", "H", "O"], "positions_angstrom": [[0.919, -1.207, -1.400], [-0.357, -2.020, -1.293], [-1.644, -1.202, -1.031], [-1.847, -0.101, -2.010], [1.008, -0.018, -0.531], [1.306, -0.274, 0.871], [2.147, -1.215, 0.948], [0.880, 0.509, 1.753], [1.776, -1.866, -1.332], [0.924, -0.678, -2.379], [-0.505, -2.661, -2.178], [-0.271, -2.744, -0.463], [-2.496, -1.904, -0.925], [-1.606, -0.642, -0.102], [-2.233, -0.431, -2.906], [-0.947, 0.284, -2.263], [0.072, 0.394, -0.531], [-0.143, 2.997, -1.845], [1.203, 2.075, -1.518], [0.610, 2.461, -2.161], [-2.257, 3.698, -0.572], [-0.931, 3.606, -0.026], [-1.348, 3.817, -0.903], [2.385, 2.012, 0.713], [3.088, 2.605, 2.028], [2.896, 2.721, 1.101], [-0.068, 2.326, 1.453], [-1.613, 2.457, 1.651], [-0.795, 2.952, 1.601], [-3.573, -1.192, 2.157], [-2.372, -1.894, 2.510], [-3.252, -2.103, 2.181], [4.343, 0.177, -0.668], [3.684, -1.113, -0.097], [4.322, -0.777, -0.758], [-2.035, 0.763, 1.601], [-2.351, -0.145, 2.844], [-2.656, 0.612, 2.317], [-3.029, 1.209, -0.808], [-3.630, 0.712, 0.699], [-3.372, 1.449, 0.073], [2.903, 0.317, -3.208], [3.850, -0.668, -2.476], [3.481, -0.438, -3.345], [0.049, -0.745, 2.384], [-0.377, -2.167, 2.943], [-0.735, -1.363, 2.551], [1.854, -3.660, 0.437], [1.411, -3.039, 1.694], [1.331, -3.885, 1.217]], "de_lowest_kcal_mol": 51.63, "homo_energy_ev": -7.10, "total_charge": -1}

No. 20
{"formula": "C4H31NO10", "method": "wB97M-V/def2-TZVPD", "species": ["C", "N", "C", "C", "C", "H", "H", "H", "H", "H", "H", "H", "H", "H", "H", "H", "O", "H", "H", "O", "H", "H", "O", "H", "H", "O", "H", "H", "O", "H", "H", "O", "H", "H", "O", "H", "H", "O", "H", "H", "O", "H", "H", "O", "H", "H"], "positions_angstrom": [[-0.983, 2.886, -0.026], [-1.583, 1.565, 0.140], [-3.005, 1.644, 0.563], [-3.853, 2.426, -0.484], [-3.189, 2.329, 1.910], [-1.290, 3.354, -0.982], [0.139, 2.819, -0.021], [-1.277, 3.521, 0.810], [-1.499, 1.059, -0.730], [-3.298, 0.565, 0.626], [-3.270, 2.998, -1.211], [-4.603, 3.007, 0.022], [-4.368, 1.815, -1.248], [-4.021, 2.052, 2.547], [-3.207, 3.391, 1.668], [-2.292, 2.207, 2.553], [1.082, -1.566, 0.726], [0.422, -2.196, 0.290], [1.532, -2.033, 1.440], [3.759, 0.180, 0.317], [4.559, 0.237, 0.852], [3.101, -0.110, 0.949], [3.765, -0.058, 2.903], [4.211, -0.488, 3.637], [2.855, -0.355, 2.764], [1.377, -1.010, -3.223], [0.953, -1.776, -2.846], [2.337, -1.118, -3.171], [0.016, 1.110, -2.682], [0.221, 0.912, -3.602], [0.846, 0.886, -2.232], [3.355, -1.577, -1.625], [2.854, -2.239, -1.123], [3.185, -0.806, -1.062], [-1.403, -1.000, -1.948], [-1.969, -0.804, -2.705], [-0.948, -0.117, -1.912], [-0.161, 0.264, 2.106], [-0.824, 0.856, 1.643], [0.321, -0.330, 1.467], [-0.230, -2.494, 2.682], [-0.460, -1.569, 2.495], [0.023, -2.622, 3.603], [-0.124, -3.227, -0.977], [-0.645, -2.536, -1.430], [0.617, -3.363, -1.578]], "de_lowest_kcal_mol": 60.21, "homo_energy_ev": -8.97, "smiles": "CNC(C)C.O.O.O.O.O.O.O.O.O.O"}

no.,strongest force on any atom (eV Å⁻¹),total energy (Eh)
1,2.6,-1251.70683
2,2.6,-968.83201
3,5.1,-2090.76653
4,4.1,-1539.12516
5,12.1,-1679.29522
6,3.8,-372.52274
7,4.8,-372.54487
8,5.1,-921.02614
9,5.6,-228.54902
10,0.7,-303.92432
11,5.3,-303.81684
12,5.9,-303.85411
13,4.3,-645.34536
14,4.7,-551.60920
15,3.5,-1746.32902
16,9.8,-1107.38617
17,3.5,-956.70481
18,2.6,-1299.84008
19,3.7,-1258.76694
20,2.0,-978.10851